Record 1
The following is a DFT calculation (ωB97M-V/def2-TZVPD) of a structure of composition C35H34NO3P2RuS2 in a non-equilibrium geometry.

Calculated values
E_LUMO (alpha / beta)	0.43 / 0.50	eV
expectation value of S²	0.76
net charge	0
2S+1	2

Positions of all 78 atoms, in Å:
Ru: -0.2357 0.5647 -0.0955
S: -1.1605 -1.0689 1.4295
P: -2.0391 -1.6968 -0.2669
C: -1.2368 -0.8211 -1.4646
P: 0.2327 -1.4048 -2.0221
S: 1.5763 -1.1340 -0.5643
C: 0.2923 -3.0595 -2.7631
C: -0.7295 -3.4779 -3.6125
C: -0.6589 -4.7185 -4.2252
C: 0.4352 -5.5451 -3.9977
C: 1.4513 -5.1336 -3.1480
C: 1.3768 -3.8942 -2.5267
C: 0.6870 -0.3424 -3.4451
C: -0.3045 0.0434 -4.3396
C: 0.0044 0.8640 -5.4158
C: 1.3045 1.3128 -5.6027
C: 2.3021 0.9285 -4.7161
C: 1.9938 0.0982 -3.6447
C: -2.0873 -3.4961 -0.4481
C: -1.0467 -4.2532 0.0831
C: -1.0131 -5.6256 -0.1174
C: -2.0209 -6.2491 -0.8390
C: -3.0612 -5.4994 -1.3715
C: -3.0892 -4.1262 -1.1851
C: -3.7770 -1.1590 -0.2242
C: -4.0605 0.1397 -0.6411
C: -5.3391 0.6543 -0.4882
C: -6.3437 -0.1184 0.0794
C: -6.0664 -1.4121 0.4974
C: -4.7857 -1.9276 0.3531
H: -1.5845 -2.8337 -3.7841
H: -1.4576 -5.0425 -4.8805
H: 0.4919 -6.5122 -4.4816
H: 2.3011 -5.7791 -2.9640
H: 2.1618 -3.5742 -1.8503
H: -1.3263 -0.2703 -4.1638
H: -0.7759 1.1630 -6.1044
H: 1.5403 1.9612 -6.4372
H: 3.3201 1.2696 -4.8611
H: 2.7686 -0.2129 -2.9520
H: -0.2660 -3.7592 0.6508
H: -0.1980 -6.2087 0.2922
H: -1.9957 -7.3213 -0.9891
H: -3.8494 -5.9838 -1.9336
H: -3.8898 -3.5415 -1.6201
H: -3.2775 0.7352 -1.0961
H: -5.5530 1.6637 -0.8178
H: -7.3407 0.2876 0.1976
H: -6.8448 -2.0188 0.9428
H: -4.5739 -2.9286 0.7081
O: 1.0469 2.0247 -1.3640
C: 1.6132 3.1844 -0.7526
C: 3.0629 2.9905 -0.3416
C: 3.2306 1.6811 0.4252
C: 2.4760 1.6794 1.7240
C: 3.0418 2.2794 2.8442
C: 2.3677 2.2616 4.0484
C: 1.1348 1.6357 4.1011
C: 0.6256 1.0805 2.9439
N: 1.2648 1.0938 1.7644
H: 1.5187 1.7775 -2.1697
H: 0.9877 3.3699 0.1213
H: 1.5125 4.0408 -1.4240
H: 3.3615 3.8531 0.2621
H: 3.7102 2.9725 -1.2237
H: 4.2853 1.4734 0.6149
H: 2.8420 0.8805 -0.1928
H: 4.0194 2.7369 2.7567
H: 2.7977 2.7216 4.9293
H: 0.5604 1.5844 5.0154
H: -0.3504 0.6228 2.9525
C: -2.5384 3.9701 0.4914
C: -1.7508 2.7249 0.1974
O: -1.5108 2.3729 -0.9738
O: -1.3263 1.9988 1.1560
H: -2.0650 4.8232 0.0056
H: -2.6137 4.1418 1.5619
H: -3.5369 3.8633 0.0668

Atoms 1-2, force components in eV/Å:
Ru 1.47 -1.51 1.17
S 0.13 0.12 0.00

Record 2
The following is a DFT calculation (ωB97M-V/def2-TZVPD) of a structure of composition C35H35AsF6N3NaO2P in a non-equilibrium geometry.

Calculated values
E_LUMO (alpha / beta)	0.33 / -1.76	eV
expectation value of S²	0.76
net charge	0
2S+1	2

Positions of all 84 atoms, in Å:
Na: 0.2010 0.4532 -1.3439
N: 0.6081 2.8428 -1.0639
C: -0.3666 3.4595 -0.2559
C: -0.0551 3.8689 1.0512
C: -1.0508 4.4694 1.8427
C: -2.3511 4.7585 1.4661
C: -2.7013 4.2675 0.1151
C: -1.7561 3.5878 -0.7116
C: -2.3776 2.8752 -1.9145
C: -3.0796 3.4909 -2.9249
C: -4.0643 2.8208 -3.7913
C: -3.9032 1.3902 -3.6906
C: -2.9730 0.7868 -2.8085
C: -2.2679 1.4584 -1.8929
H: 1.5970 3.0610 -0.9160
H: 0.5899 3.2039 -1.9967
H: 0.8999 3.5664 1.5558
H: -0.7148 4.6203 2.8652
H: -3.0639 5.1685 2.1525
H: -3.7089 4.2882 -0.3544
H: -3.0111 4.5907 -3.0597
H: -4.8841 3.2404 -4.3047
H: -4.4706 0.6343 -4.5479
H: -2.9552 -0.2477 -2.8513
N: 2.8659 1.8076 1.3023
C: 2.8314 1.1455 2.5038
C: 3.8350 1.3453 3.5006
C: 3.8915 0.5145 4.6267
C: 2.8443 -0.3831 4.9053
C: 1.8047 -0.4724 3.9780
C: 1.7421 0.3021 2.7891
P: 0.2822 0.1893 1.6730
C: -0.9907 1.0256 2.6830
C: -0.6907 1.5862 3.9776
C: -1.6841 2.1428 4.7188
C: -2.9746 2.2002 4.2243
C: -3.2534 1.6912 2.9531
C: -2.2658 1.1658 2.1906
C: -0.1490 -1.5724 1.7824
C: 0.5558 -2.5396 1.0733
C: 0.1346 -3.8628 1.1938
C: -1.0278 -4.2733 1.8385
C: -1.6703 -3.3109 2.6514
C: -1.1904 -1.9895 2.5515
H: 2.4081 1.3627 0.5296
H: 3.8835 2.1003 1.0947
H: 4.6446 2.0182 3.2333
H: 4.7846 0.6490 5.2383
H: 2.8783 -0.8968 5.8330
H: 1.0814 -1.2951 4.0773
H: 0.3306 1.5626 4.4056
H: -1.5206 2.5014 5.7092
H: -3.7814 2.6693 4.8393
H: -4.1749 1.8890 2.3835
H: -2.4766 0.9225 1.1363
H: 1.4372 -2.3275 0.5004
H: 0.7270 -4.6063 0.6701
H: -1.4483 -5.2956 1.8382
H: -2.4619 -3.6292 3.2772
H: -1.7175 -1.3072 3.2082
F: 4.0819 0.7272 -4.1011
As: 3.2733 0.0745 -2.6967
F: 4.6816 0.0166 -1.6778
F: 3.6956 -1.5592 -3.1461
F: 2.2343 -0.5033 -1.3119
F: 1.7735 0.0003 -3.5970
F: 2.7189 1.6755 -2.2742
O: -1.4260 -3.2014 -3.1611
C: -0.4349 -2.4818 -2.6429
O: -0.5984 -1.5365 -1.9674
C: 0.8916 -2.9819 -3.0991
N: 0.7356 -3.3231 -4.5552
C: 1.5951 -4.4695 -4.6731
C: 1.1669 -5.3889 -3.4943
C: 1.2096 -4.3487 -2.4011
H: 1.6779 -2.1893 -3.0013
H: 1.0771 -2.5750 -5.1445
H: -1.0469 -3.5684 -4.0037
H: 2.6724 -4.2915 -4.5169
H: 1.6296 -4.9738 -5.6454
H: 1.8673 -6.2526 -3.4044
H: 0.0998 -5.7605 -3.6886
H: 2.2084 -4.2782 -1.9860
H: 0.5901 -4.4957 -1.5212

Atoms 1-2, force components in eV/Å:
Na 0.22 -0.08 -0.06
N 0.57 0.06 -0.68

Record 3
The following is a DFT calculation (ωB97M-V/def2-TZVPD) of a cluster of 16 separate species, C35H35BCl60NO7S in total in a non-equilibrium geometry.

Calculated values
E_LUMO	-3.78	eV
net charge	+1

Positions of all 140 atoms, in Å:
C: -0.5777 -1.6174 4.4499
C: 0.9393 -1.3413 4.7779
B: 1.9318 -1.5747 3.5303
O: 2.9706 -2.4975 3.7737
C: 1.8242 -0.7975 2.1169
C: 1.6329 0.6469 2.2092
O: 1.5465 1.3152 3.4139
C: 1.5642 1.4423 0.9804
C: 1.3520 2.9693 1.0825
C: -0.0891 3.4376 0.6759
C: -1.2096 2.8835 1.6567
C: -1.9628 1.6969 0.9588
O: -3.3207 2.1041 0.6462
C: -4.0814 0.9278 0.6971
C: -3.7992 -0.2836 -0.2506
O: -4.9671 0.8535 1.4800
C: 1.6912 0.7044 -0.2744
S: 1.5835 1.5915 -1.8464
C: 1.8680 -0.7304 -0.2468
O: 1.9364 -1.3447 -1.4792
C: 3.3192 -1.3167 -1.9641
C: 3.3912 -1.2547 -3.5554
C: 3.9248 0.1757 -3.9684
O: 2.1193 -1.5758 -4.1073
N: 1.9491 -1.4614 0.9173
C: 2.1421 -2.9137 0.7402
C: 0.8661 -3.7123 0.2393
C: -0.4728 -2.9169 0.2442
O: -0.9474 -2.5670 1.5477
C: -2.3068 -2.9666 1.7573
H: -0.9778 -0.8213 3.7770
H: -1.1410 -1.5155 5.4167
H: -0.7856 -2.6512 4.0844
H: 1.0406 -0.3211 5.2209
H: 1.2223 -2.0548 5.6012
H: 3.6667 -2.2030 3.1492
H: 2.4605 1.4104 3.7428
H: 2.1129 3.4582 0.4223
H: 1.5487 3.3530 2.1139
H: -0.1038 4.5546 0.7863
H: -0.3578 3.2065 -0.3874
H: -0.7524 2.5426 2.6163
H: -1.9418 3.7035 1.8566
H: -1.9233 0.8041 1.6380
H: -1.4877 1.4001 -0.0141
H: -2.7087 -0.4059 -0.4559
H: -4.1890 -1.2122 0.2215
H: -4.3031 -0.1014 -1.2283
H: 1.6711 2.8967 -1.4527
H: 3.8543 -2.2597 -1.6613
H: 3.8633 -0.4829 -1.4551
H: 4.0998 -2.0354 -3.9120
H: 3.2296 0.5816 -4.7468
H: 4.9678 0.0647 -4.3680
H: 4.0144 0.8869 -3.1122
H: 1.5294 -0.8122 -4.0102
H: 2.5656 -3.4550 1.6102
H: 2.9040 -3.0296 -0.0737
H: 0.7013 -4.6754 0.7866
H: 1.0415 -4.0123 -0.8297
H: -1.2455 -3.6027 -0.2074
H: -0.4814 -1.9936 -0.3874
H: -2.9513 -2.8270 0.8542
H: -2.7282 -2.2777 2.5393
H: -2.3467 -4.0056 2.1647
C: -2.1800 7.5254 0.1869
Cl: -2.2890 8.0231 -1.5079
Cl: -3.3300 8.4603 1.1534
Cl: -2.5594 5.7985 0.3198
Cl: -0.5349 7.8078 0.7858
C: 1.8841 9.1067 4.1967
Cl: 0.1869 9.5738 4.3854
Cl: 2.9088 10.5436 4.3369
Cl: 2.3193 7.9428 5.4621
Cl: 2.1140 8.3635 2.6000
C: -6.2390 -2.8382 -2.6056
Cl: -5.9514 -1.2417 -3.3198
Cl: -6.0763 -4.0818 -3.8557
Cl: -5.0481 -3.1287 -1.3190
Cl: -7.8690 -2.8888 -1.9218
C: 6.3647 -0.1653 3.3065
Cl: 6.2327 -1.5909 2.2595
Cl: 4.9488 0.8842 3.0516
Cl: 6.4217 -0.6801 4.9973
Cl: 7.8364 0.7267 2.9062
C: 6.1818 -5.9576 2.6457
Cl: 6.6725 -5.6650 0.9665
Cl: 7.6178 -6.0344 3.6763
Cl: 5.1345 -4.6333 3.1913
Cl: 5.2978 -7.4876 2.7455
C: -1.6134 -6.7618 -1.1063
Cl: -0.7193 -6.2508 0.3406
Cl: -0.6094 -6.5059 -2.5435
Cl: -2.0271 -8.4771 -0.9706
Cl: -3.0967 -5.8027 -1.2472
C: -9.2307 0.9785 -0.7120
Cl: -8.6584 1.2353 -2.3721
Cl: -7.8497 0.9483 0.3918
Cl: -10.3385 2.2858 -0.2600
Cl: -10.0655 -0.5778 -0.6144
C: -3.9261 6.5076 -5.1849
Cl: -5.6217 6.9740 -4.9731
Cl: -2.8972 7.9517 -5.0719
Cl: -3.4679 5.3558 -3.9166
Cl: -3.7108 5.7495 -6.7717
C: -3.3844 -3.2495 6.9635
Cl: -3.1419 -1.5513 7.4088
Cl: -4.8492 -3.8600 7.7458
Cl: -3.5561 -3.3823 5.2025
Cl: -1.9884 -4.2044 7.4919
C: 5.9838 7.8881 2.1617
Cl: 7.7265 8.1140 2.3775
Cl: 5.1637 8.0823 3.7186
Cl: 5.3697 9.0910 1.0157
Cl: 5.6729 6.2580 1.5302
C: -6.0590 9.1572 -8.7044
Cl: -5.7094 10.7276 -9.4453
Cl: -6.0183 7.8947 -9.9472
Cl: -4.8435 8.8034 -7.4650
Cl: -7.6657 9.2001 -7.9581
C: 11.7772 1.0783 1.8153
Cl: 12.7829 1.4850 3.2134
Cl: 12.7135 1.2944 0.3292
Cl: 11.2442 -0.6075 1.9397
Cl: 10.3581 2.1445 1.7786
C: 3.9246 -4.4507 -6.0802
Cl: 4.8954 -4.9779 -4.6908
Cl: 4.0242 -5.6650 -7.3636
Cl: 2.2389 -4.2523 -5.5791
Cl: 4.5487 -2.9035 -6.6816
C: -11.6369 -3.2551 -3.7694
Cl: -13.3604 -2.8809 -3.6103
Cl: -10.6918 -1.7654 -3.6095
Cl: -11.1600 -4.3952 -2.4975
Cl: -11.3338 -3.9810 -5.3569
C: 1.9748 -9.9593 -1.2139
Cl: 2.0613 -8.2369 -0.8038
Cl: 0.5216 -10.6675 -0.4898
Cl: 1.9077 -10.1443 -2.9739
Cl: 3.4101 -10.7861 -0.5866

Atoms 1-2, force components in eV/Å:
C -0.12 0.60 1.06
C -0.30 -0.79 -0.14

We obtain DFT total energy values of -3208.62602, -5008.16324, -29970.16847 Eh for the records listed above, in that order.